69
Properties=species:S:1:pos:R:3 method="wB97M-V/def2-TZVPD" lumo_ev=-1.278 e_tot_ev=-63404.3110 gap_ev=6.1 multiplicity=1 de_lowest_kj_mol=271.97
Ba -10.789 -7.316 11.108
S -14.507 -8.389 10.671
O -14.893 -9.656 11.317
O -15.210 -8.373 9.401
O -14.882 -7.316 11.564
O -13.063 -8.378 10.497
O -10.011 -5.304 12.764
H -9.679 -5.548 13.628
H -9.648 -4.432 12.605
O -12.557 -5.197 10.791
H -11.933 -4.553 11.125
H -13.311 -5.127 11.377
O -14.398 -4.227 8.703
H -14.347 -3.491 8.093
H -13.486 -4.481 8.849
O -12.500 -9.586 8.305
H -13.161 -9.431 7.630
H -12.766 -9.025 9.034
O -9.490 -9.254 9.646
H -8.578 -9.510 9.780
H -9.889 -10.007 9.209
O -6.739 -9.954 10.001
H -7.029 -10.839 10.222
H -5.896 -9.860 10.443
O -10.441 -9.683 12.403
H -9.905 -10.292 12.910
H -11.331 -9.820 12.726
O -6.408 -7.230 9.458
H -5.923 -6.948 8.683
H -6.517 -8.174 9.344
O -8.784 -5.794 9.936
H -8.585 -4.872 9.770
H -8.010 -6.266 9.628
O -12.857 -6.773 13.289
H -13.020 -7.219 14.120
H -13.649 -6.928 12.774
O -10.661 -10.162 15.468
H -11.454 -9.627 15.454
H -10.744 -10.734 14.704
O -15.414 -4.786 11.168
H -14.983 -4.517 10.357
H -15.206 -5.716 11.253
O -8.103 -7.722 12.390
H -7.438 -7.996 13.021
H -7.611 -7.527 11.592
O -12.954 -9.924 13.221
H -13.419 -9.427 13.894
H -13.552 -9.935 12.474
O -11.261 -6.578 8.295
H -11.026 -6.698 7.375
H -11.437 -5.641 8.378
O -10.703 -11.525 8.366
H -11.301 -10.814 8.134
H -11.257 -12.170 8.806
O -8.959 -7.509 6.502
H -8.281 -8.168 6.357
H -9.458 -7.838 7.250
O -13.267 -11.687 10.254
H -13.686 -11.076 10.860
H -13.375 -11.282 9.393
O -11.341 -3.752 8.420
H -10.396 -3.598 8.434
H -11.719 -2.901 8.199
O -12.167 -2.813 12.433
H -13.098 -2.611 12.525
H -11.745 -2.326 13.140
O -9.037 -2.862 11.883
H -9.268 -3.080 10.980
H -8.433 -2.123 11.804